Here is a gas-phase ion, C4H3O2 (charge -1) at a distorted geometry from the Open Molecules 2025 dataset. Energies are from ωB97M-V/def2-TZVPD.

Last column: Löwdin charge in e.
CARTESIAN COORDINATES (ANGSTROEM)
O (-2.52668, 0.79294, -0.76434)  -0.041
O (-3.10623, -0.85976, 0.49453)  -0.080
C (0.08918, -0.02198, -0.86926)  -0.013
C (-0.81827, -0.46151, 0.31110)  -0.187
C (0.23718, 0.63703, 0.25766)  -0.049
C (-2.30700, -0.05014, 0.06181)  -0.840
H (0.42666, -0.04384, -1.80836)  0.031
H (0.55615, 1.32931, 1.00795)  0.072
H (-0.70341, -1.35345, 0.98214)  0.107

Summary:
Kohn-Sham gap   0.2846 Ha
Electronic energy   -304.63844 Ha
Relative energy (zero: lowest compared OMol25 entry of this formula, charge and spin)   115.93 kJ/mol
Highest occupied orbital energy   -3.40 eV
SMILES   O=C([O-])C1C=C1
Net charge   -1



Here is C4H5ClF2 in the gas phase at a distorted geometry from the Open Molecules 2025 dataset. Energies are from ωB97M-V/def2-TZVPD.

Last column: Löwdin charge in e.
CARTESIAN COORDINATES (ANGSTROEM)
Cl (-1.77117, 2.33580, -1.23791)  0.655
F (-1.34947, 2.05504, 1.33913)  0.075
F (0.41759, 2.31967, 0.18227)  0.021
C (0.65535, -0.35721, -0.24217)  -0.039
C (0.86715, -1.80259, -0.13399)  -0.098
C (-0.81095, 1.72555, 0.17928)  -0.931
C (-0.66169, 0.22113, 0.11568)  -0.013
H (-1.47593, -0.20763, 0.47689)  0.053
H (1.71826, -2.03441, -0.56693)  0.024
H (1.50293, 0.20953, -0.48320)  0.084
H (0.97300, -2.21041, 0.82590)  0.073
H (-0.06505, -2.25447, -0.45495)  0.095

Summary:
Kohn-Sham gap   0.3686 Ha
Electronic energy   -815.27126 Ha
Relative energy (zero: lowest compared OMol25 entry of this formula, charge and spin)   124.06 kJ/mol
Highest occupied orbital energy   -9.49 eV
SMILES   C/C=C/C(F)(F)Cl
Net charge   0



Here is C3H7N3O2 in the gas phase from the Open Molecules 2025 dataset. Energies are from ωB97M-V/def2-TZVPD.

Last column: Löwdin charge in e.
CARTESIAN COORDINATES (ANGSTROEM)
O (-0.03123, 1.08269, -0.14832)  -0.032
O (-0.20655, 0.21911, 1.94017)  0.116
N (2.04152, -1.61853, -1.11370)  0.111
N (1.12705, 0.30721, -0.26333)  0.040
N (-0.35658, -1.38490, -0.94490)  0.144
C (-1.97210, 1.64403, 1.04531)  0.020
C (-0.65970, 0.88245, 1.05473)  -0.525
C (0.84435, -0.97609, -0.80563)  -0.527
H (-0.36026, -2.37063, -1.21369)  0.050
H (1.94396, -2.60691, -1.31190)  0.092
H (-2.30605, 1.74562, 2.07227)  0.083
H (-1.87567, 2.62877, 0.57401)  0.086
H (2.79745, -1.42866, -0.45208)  0.101
H (-2.70245, 1.05095, 0.47651)  0.096
H (1.71626, 0.82488, -0.90946)  0.143

Summary:
Kohn-Sham gap   0.3871 Ha
Electronic energy   -433.23003 Ha
Relative energy (zero: lowest compared OMol25 entry of this formula, charge and spin)   243.48 kJ/mol
Highest occupied orbital energy   -9.71 eV
SMILES   [H]/N=C(\N)NOC(C)=O
Net charge   0



Here is 8 unconnected molecules or ions with the total composition C48H81NO17P2 at a distorted geometry from the Open Molecules 2025 dataset. Energies are from ωB97M-V/def2-TZVPD.

Last column: Löwdin charge in e.
CARTESIAN COORDINATES (ANGSTROEM)
P (-1.66307, -2.24523, -0.37989)  0.735
P (-0.18782, -3.41535, 0.86112)  0.574
O (-2.64436, -1.31341, -1.46376)  -0.394
O (-1.02642, 2.14313, 5.10651)  0.021
O (-1.66339, 4.25106, 4.66211)  0.115
O (7.21102, 1.32478, -3.38489)  0.099
O (8.87469, -4.83105, -3.06365)  0.122
O (0.46652, 4.77721, 0.68836)  0.027
O (-1.15991, -5.00126, -5.33763)  0.001
O (-0.07571, -6.52048, -4.08575)  0.122
O (-3.20511, 3.11748, 10.88155)  0.131
O (-0.69632, -4.73767, 1.35546)  -0.513
O (1.44358, -0.15807, 0.32696)  -0.024
O (-5.36599, 4.69483, -3.89272)  0.117
O (6.97534, -0.73856, -4.25375)  0.033
O (-1.54078, 3.55833, 9.43596)  -0.010
O (6.76808, -5.21923, -2.37942)  0.009
O (-3.13705, 5.06898, -3.83466)  0.002
O (0.67545, 6.85726, 1.52594)  0.112
N (1.78270, -1.37506, -3.20700)  -0.036
C (-0.42047, -2.57828, -2.90685)  -0.216
C (7.38643, -0.61238, -1.94153)  -0.069
C (-4.08894, 0.62249, -1.69560)  -0.308
C (-2.99026, 6.78724, -5.43708)  -0.159
C (3.51817, 1.07057, 0.41384)  -0.027
C (-1.25729, -3.34327, -1.83610)  -0.273
C (-2.20827, -1.31064, 2.70225)  -0.264
C (1.42138, -0.06733, -2.61070)  -0.172
C (2.51474, 0.52857, -1.73556)  -0.145
C (-0.18156, 4.02394, 9.53105)  -0.153
C (-2.47695, -4.87454, -5.90336)  -0.154
C (7.20083, 0.13383, -3.24561)  -0.489
C (1.04778, -2.44233, -2.47087)  -0.239
C (-2.10815, 3.54136, 10.67308)  -0.480
C (2.48809, 0.47057, -0.35634)  -0.266
C (6.92009, -2.07994, -3.73368)  -0.154
C (6.20797, -7.02154, -3.77999)  -0.154
C (-4.41629, 5.35148, -4.20905)  -0.478
C (-1.74956, -2.31727, 3.82231)  -0.099
C (7.72190, -6.83761, -3.79922)  -0.072
C (0.42288, 3.44769, 1.23300)  -0.157
C (7.67493, -2.03253, -2.41858)  -0.164
C (-4.44705, 6.62645, -5.02776)  -0.076
C (-4.62104, 1.91404, -1.01922)  -0.384
C (-5.25858, -0.37518, -1.83065)  -0.065
C (1.15704, 3.52351, 2.54121)  -0.160
C (-1.82318, 3.22886, 5.26670)  -0.462
C (-3.90805, 3.20552, -1.49455)  -0.067
C (-2.26029, 6.11788, -4.28530)  -0.147
C (-1.13480, 4.08425, 11.69845)  -0.073
C (-3.10732, -2.73202, 0.67544)  -0.252
C (-2.92292, 2.92647, 6.26262)  -0.060
C (3.59649, 1.17611, -2.33890)  -0.029
C (-2.38957, 1.68580, 6.96381)  -0.145
C (4.59090, 1.75756, -1.59871)  -0.098
C (-3.42042, -1.79921, 1.88837)  -0.226
C (5.81327, -6.28807, -2.50922)  -0.146
C (-4.67207, 1.87042, 0.51755)  -0.078
C (-2.98406, -6.29864, -6.05983)  -0.156
C (0.86507, 4.94178, 3.01331)  -0.071
C (-0.11980, 4.81522, 10.82689)  -0.155
C (0.67684, 5.67230, 1.69492)  -0.473
C (4.56074, 1.72683, -0.21128)  -0.081
C (-1.53961, 1.04406, 5.88138)  -0.149
C (-1.04407, -6.20133, -4.70981)  -0.490
C (-2.82183, 0.03689, -1.03821)  -0.243
C (7.89498, -5.51844, -3.07468)  -0.482
C (-2.31320, -7.00771, -4.88919)  -0.073
H (7.36808, -2.80658, -1.72098)  0.104
H (-4.07036, -6.37056, -6.05715)  0.117
H (-4.04720, -0.94699, 1.59714)  0.079
H (-1.63617, 4.75422, 12.39134)  0.127
H (-3.07421, -3.76567, 1.03992)  0.083
H (8.21349, -0.19747, -1.37104)  0.126
H (-0.68547, 3.24738, 12.23526)  0.133
H (3.66297, 1.22376, -3.42590)  0.126
H (0.24837, -2.56169, 1.92834)  -0.027
H (-4.97766, -1.34846, -2.24477)  0.068
H (-1.07362, -3.09262, 3.44501)  0.028
H (5.87068, -2.35601, -3.60182)  0.128
H (4.80972, -5.87173, -2.56579)  0.126
H (-2.68663, 7.82066, -5.59561)  0.116
H (-0.62487, 3.16189, 1.36161)  0.125
H (-0.63561, -4.17854, -1.48361)  0.062
H (-2.54138, -0.41092, 3.24669)  0.085
H (-3.06468, 3.75590, 6.95067)  0.124
H (-2.41202, -4.35300, -6.85592)  0.126
H (-5.81815, -0.47730, -0.88667)  0.078
H (-2.90588, -6.93950, -3.97551)  0.133
H (-4.03789, -2.38985, 2.58405)  0.110
H (8.23639, -7.61831, -3.23687)  0.133
H (-2.08106, 6.80072, -3.45220)  0.131
H (-0.91218, -1.07196, -0.06275)  0.036
H (-5.27265, 2.67697, 0.95666)  0.082
H (1.59341, -3.38612, -2.61513)  0.119
H (8.11338, -6.77823, -4.81111)  0.126
H (1.82317, -0.91764, 0.78976)  0.089
H (0.89772, 2.74782, 0.54645)  0.111
H (-3.80709, 0.90896, -2.72212)  0.136
H (-0.71199, 0.47373, 6.29979)  0.127
H (-0.45661, 5.83852, 10.65215)  0.121
H (-3.09363, -4.28648, -5.21908)  0.126
H (5.41066, 2.26049, -2.10946)  0.099
H (-3.84552, 2.72214, 5.71636)  0.135
H (-3.16779, 1.02752, 7.34659)  0.125
H (7.37736, -2.76374, -4.44621)  0.120
H (1.68796, 5.36860, 3.58185)  0.126
H (-2.58477, -2.79908, 4.34215)  0.077
H (5.31830, 2.19393, 0.41652)  0.110
H (0.50147, -0.10541, -2.00010)  0.099
H (0.48258, 3.15623, 9.54156)  0.129
H (2.22997, 3.41007, 2.36315)  0.111
H (-3.98390, -2.67309, 0.01434)  0.086
H (1.01577, -3.69625, 0.14333)  -0.008
H (-2.77735, 0.17743, 0.05249)  0.086
H (5.88186, -6.92338, -1.62346)  0.128
H (6.45840, -0.55446, -1.36856)  0.120
H (-5.10441, 6.51887, -5.88628)  0.125
H (8.74315, -2.15191, -2.60099)  0.117
H (-5.08455, 0.92389, 0.90581)  0.061
H (3.48013, 1.03593, 1.50317)  0.114
H (1.25525, 0.64317, -3.43470)  0.125
H (-0.88745, -1.62911, -3.19734)  0.106
H (5.76747, -6.52474, -4.64640)  0.120
H (-2.62220, -6.71962, -6.99970)  0.119
H (-2.17659, -3.70979, -2.31001)  0.092
H (-5.66535, 2.02919, -1.35775)  0.131
H (-4.78354, 7.44542, -4.39009)  0.133
H (5.88807, -8.06190, -3.79238)  0.117
H (-0.46630, -3.22815, -3.80791)  0.098
H (-0.06499, 4.99190, 3.58649)  0.094
H (-3.82818, 3.22404, -2.58174)  0.050
H (-2.80605, 6.23770, -6.36233)  0.118
H (1.32352, -1.36809, -4.11740)  0.095
H (-4.58645, 4.03393, -1.23787)  0.084
H (0.05230, 4.63665, 8.66251)  0.128
H (1.10371, -2.16014, -1.41136)  0.060
H (-2.94736, 3.37477, -0.98937)  0.081
H (-3.64753, 1.93807, 0.92178)  0.070
H (-1.31180, 5.68506, -4.59582)  0.126
H (0.85060, 2.75598, 3.25143)  0.105
H (-5.97465, 0.06824, -2.54217)  0.080
H (-2.10531, 0.39011, 5.21503)  0.099
H (-1.16270, -1.71789, 4.53611)  0.057
H (-1.34840, -0.98879, 2.10147)  0.064
H (-1.96885, 0.61292, -1.45373)  0.122
H (0.88006, 4.86038, 11.25496)  0.117
H (-2.08424, -8.04524, -5.11620)  0.126
H (-1.75909, 1.98219, 7.80191)  0.095

Summary:
Kohn-Sham gap   0.3261 Ha
Electronic energy   -3894.16742 Ha
Highest occupied orbital energy   -8.44 eV
SMILES   CCCC[PH](CCCNCc1ccccc1O)(OC[C@@H](C)C(C)C)[PH2]=O.O=C1CCCO1.O=C1CCCO1.O=C1CCCO1.O=C1CCCO1.O=C1CCCO1.O=C1CCCO1.O=C1CCCO1
Net charge   0



> Among the records above, which one has the highest Kohn-Sham gap?

C3H7N3O2